No. 1
ORCA calculation (ωB97M-V with the def2-TZVPD basis set) on a cluster of 3 separate species, C16H40N2O8P3 in total at a distorted geometry.

Geometry as XYZ:
```
69
Properties=species:S:1:pos:R:3:lowdin_charge:R:1
N -2.272 -9.977 -1.954 -0.30
P -2.012 -8.920 -0.808 0.74
C -0.660 -7.722 -1.245 -0.38
C -0.182 -7.655 -2.695 0.01
N -0.713 -6.661 -3.290 0.12
C -1.656 -5.955 -2.363 -0.08
C -0.900 -6.186 -1.031 -0.12
H -3.254 -9.868 -2.208 -0.03
H -3.188 -8.184 -0.497 0.03
H -1.587 -9.517 0.408 0.02
H 0.247 -8.055 -0.709 0.13
H 0.541 -8.284 -3.212 0.17
H -0.554 -6.353 -4.245 0.19
H -1.826 -4.928 -2.692 0.13
H -2.521 -6.634 -2.407 0.12
H 0.029 -5.608 -1.116 0.13
H -1.461 -6.013 -0.109 0.13
O -1.833 -1.532 -0.845 -0.25
P -2.087 -0.054 -0.995 0.65
O -3.679 -0.037 -0.599 -0.22
C -4.052 -0.245 0.765 -0.29
C -3.959 1.041 1.566 -0.08
O -2.250 0.031 -2.636 -0.21
C -1.481 -0.824 -3.474 -0.30
C -2.355 -1.941 -4.003 -0.08
O -2.168 1.632 -0.973 -0.20
C -0.983 2.373 -1.301 -0.28
C -1.070 2.944 -2.702 -0.06
H -3.429 -1.028 1.212 0.10
H -5.081 -0.604 0.759 0.12
H -2.922 1.374 1.653 0.06
H -4.358 0.898 2.572 0.08
H -4.513 1.841 1.075 0.09
H -0.611 -1.218 -2.947 0.10
H -1.107 -0.223 -4.306 0.11
H -2.789 -2.523 -3.188 0.06
H -1.778 -2.611 -4.647 0.07
H -3.186 -1.536 -4.582 0.08
H -0.099 1.738 -1.198 0.11
H -0.893 3.186 -0.580 0.11
H -0.945 2.166 -3.455 0.06
H -0.288 3.689 -2.859 0.08
H -2.043 3.404 -2.874 0.09
O 2.015 4.695 0.937 -0.23
P 3.070 4.591 1.997 0.59
O 3.950 3.306 1.504 -0.21
C 4.778 3.447 0.347 -0.29
C 6.113 4.081 0.697 -0.08
O 2.179 3.881 3.187 -0.22
C 0.775 4.120 3.282 -0.30
C 0.010 2.921 2.770 -0.08
O 4.204 5.013 3.123 -0.20
C 3.924 6.160 3.960 -0.26
C 3.549 5.709 5.357 -0.07
H 4.259 4.029 -0.420 0.11
H 4.938 2.444 -0.049 0.12
H 5.981 5.115 1.020 0.07
H 6.780 4.074 -0.166 0.08
H 6.589 3.546 1.519 0.08
H 0.490 5.027 2.749 0.11
H 0.542 4.282 4.338 0.11
H 0.265 2.699 1.733 0.06
H -1.068 3.087 2.835 0.07
H 0.261 2.034 3.356 0.08
H 3.135 6.779 3.524 0.12
H 4.833 6.760 3.998 0.12
H 2.546 5.288 5.379 0.06
H 3.574 6.552 6.050 0.08
H 4.232 4.936 5.710 0.09
```

Properties
Charge: +1
Frontier orbital gap, eV: 7.04
Maximum force, eV Å⁻¹: 8.6


No. 2
ORCA calculation (ωB97M-V with the def2-TZVPD basis set) on a structure of composition C34H52BKN12O.

Geometry as XYZ:
```
101
Properties=species:S:1:pos:R:3:lowdin_charge:R:1
K -0.598 -0.577 0.334 0.74
C 0.160 -1.496 4.415 -0.14
C 0.002 -2.601 3.376 -0.20
N -1.065 -2.277 2.437 -0.10
C -2.399 -2.732 2.852 -0.18
C -3.526 -1.889 2.264 -0.21
N -3.285 -1.545 0.879 -0.10
C -4.410 -0.870 0.237 -0.21
C -4.666 0.547 0.748 -0.17
C -3.575 1.571 0.461 -0.20
N -2.338 1.319 1.207 -0.11
C -2.319 1.844 2.560 -0.18
C -1.531 0.929 3.495 -0.15
N -0.241 0.557 2.971 0.08
C 0.671 -0.195 3.801 -0.16
H 0.897 -1.803 5.160 0.13
H -0.773 -1.335 4.961 0.11
H -0.163 -3.560 3.883 0.13
H 0.937 -2.695 2.818 0.11
H -0.864 -2.685 1.531 0.06
H -2.456 -2.687 3.942 0.12
H -2.539 -3.786 2.585 0.13
H -3.623 -0.959 2.831 0.09
H -4.473 -2.432 2.416 0.13
H -2.996 -2.350 0.334 0.07
H -5.341 -1.446 0.352 0.12
H -4.201 -0.828 -0.836 0.11
H -4.887 0.531 1.820 0.10
H -5.588 0.901 0.278 0.12
H -3.958 2.579 0.665 0.12
H -3.323 1.558 -0.601 0.11
H -1.546 1.655 0.668 0.06
H -3.342 1.868 2.942 0.13
H -1.945 2.871 2.613 0.11
H -2.083 0.011 3.701 0.11
H -1.337 1.401 4.469 0.14
H 0.297 1.283 2.258 0.10
H 0.931 0.510 4.608 0.15
H 1.579 -0.358 3.219 0.11
C -2.070 0.333 -3.109 -0.01
C -0.686 0.841 -2.875 -0.35
C 0.317 1.071 -3.831 -0.01
C 1.407 1.472 -3.098 -0.04
N 1.056 1.483 -1.796 0.00
N -0.239 1.104 -1.651 0.04
B 1.958 1.769 -0.599 -0.66
N 1.222 2.753 0.381 0.04
C 1.031 4.057 0.141 -0.04
C 0.651 4.680 1.317 0.01
C 0.646 3.662 2.266 -0.33
C 0.425 3.788 3.741 -0.02
N 0.943 2.488 1.690 0.07
N 2.321 0.477 0.190 -0.02
C 3.188 0.381 1.219 -0.10
C 3.388 -0.954 1.494 -0.03
C 2.583 -1.628 0.554 -0.36
C 2.401 -3.100 0.352 -0.02
N 1.962 -0.761 -0.235 0.04
N 3.273 2.347 -1.117 -0.02
C 4.419 1.671 -1.376 -0.08
C 5.243 2.497 -2.098 -0.02
C 4.501 3.685 -2.259 -0.35
C 4.898 4.938 -2.969 -0.03
N 3.316 3.581 -1.679 0.12
H -2.596 0.933 -3.852 0.09
H -2.652 0.345 -2.189 0.04
H -2.046 -0.695 -3.483 0.07
H 0.253 0.956 -4.901 0.11
H 2.400 1.767 -3.401 0.12
H 1.249 4.456 -0.834 0.12
H 0.461 5.728 1.473 0.11
H 0.544 4.828 4.038 0.09
H 1.160 3.205 4.299 0.08
H -0.574 3.487 4.061 0.05
H 3.613 1.269 1.660 0.14
H 4.033 -1.383 2.245 0.11
H 2.712 -3.659 1.235 0.08
H 2.996 -3.459 -0.489 0.09
H 1.360 -3.347 0.131 0.07
H 4.566 0.660 -1.027 0.12
H 6.239 2.284 -2.451 0.10
H 5.958 4.925 -3.214 0.07
H 4.702 5.813 -2.350 0.08
H 4.338 5.055 -3.898 0.08
C -2.737 -4.004 -2.354 0.01
C -1.441 -3.287 -2.092 -0.37
O -1.242 -2.777 -0.994 -0.05
C -0.427 -3.196 -3.169 -0.16
C 0.706 -2.405 -2.978 -0.02
C 1.667 -2.324 -3.971 -0.05
C 1.504 -3.028 -5.156 -0.06
C 0.373 -3.809 -5.359 -0.06
C -0.592 -3.890 -4.370 -0.02
H -3.360 -3.963 -1.464 0.08
H -2.556 -5.046 -2.621 0.10
H -3.262 -3.545 -3.193 0.10
H 0.838 -1.842 -2.063 0.08
H 2.540 -1.701 -3.821 0.11
H 2.259 -2.966 -5.930 0.11
H 0.245 -4.352 -6.286 0.11
H -1.470 -4.501 -4.537 0.11
```

Properties
Charge: +1
Frontier orbital gap (alpha / beta), eV: 8.50 / 5.64
Spin multiplicity: 2
Maximum force, eV Å⁻¹: 0.5


No. 3
ORCA calculation (ωB97M-V with the def2-TZVPD basis set) on a structure of composition C39H56F3N5P2RhS.

Geometry as XYZ:
```
107
Properties=species:S:1:pos:R:3:lowdin_charge:R:1
Rh -0.520 -0.154 0.177 0.46
C -1.292 3.832 -1.040 -0.12
C -0.343 3.588 0.136 -0.55
C 1.115 3.511 -0.319 -0.10
P -0.835 2.088 1.085 1.02
C -2.406 2.576 1.946 -0.53
C -2.642 4.061 2.211 -0.10
C -2.562 1.770 3.231 -0.12
C 0.464 2.052 2.377 -0.28
C 0.729 3.131 3.213 -0.04
C 1.669 3.068 4.234 -0.25
C 1.928 4.243 5.136 -0.04
C 2.349 1.860 4.413 -0.02
C 2.123 0.775 3.593 -0.01
C 1.200 0.861 2.538 -0.29
N 0.897 -0.186 1.681 -0.07
C 1.454 -1.476 1.806 -0.33
C 2.822 -1.724 1.845 -0.04
C 3.290 -3.029 1.892 -0.03
C 2.415 -4.109 1.910 -0.27
C 2.920 -5.526 1.980 -0.04
C 1.049 -3.844 1.854 -0.03
C 0.548 -2.549 1.788 -0.29
P -1.218 -2.044 1.676 1.05
C -1.753 -2.177 3.440 -0.52
C -0.847 -1.372 4.376 -0.10
C -3.240 -1.824 3.590 -0.11
C -2.104 -3.433 0.829 -0.53
C -2.377 -4.713 1.623 -0.10
C -3.434 -2.910 0.267 -0.13
H -1.148 4.841 -1.431 0.09
H -1.095 3.136 -1.857 0.03
H -2.344 3.731 -0.766 0.07
H -0.443 4.422 0.837 0.09
H 1.337 2.549 -0.786 0.03
H 1.319 4.291 -1.056 0.09
H 1.807 3.642 0.512 0.07
H -3.174 2.223 1.248 0.10
H -1.928 4.462 2.932 0.07
H -2.600 4.674 1.312 0.06
H -3.635 4.190 2.645 0.09
H -1.919 2.163 4.022 0.08
H -3.595 1.809 3.581 0.09
H -2.300 0.725 3.077 0.02
H 0.183 4.057 3.075 0.10
H 1.342 5.111 4.837 0.08
H 1.675 4.006 6.171 0.09
H 2.981 4.526 5.119 0.09
H 3.069 1.771 5.219 0.12
H 2.652 -0.149 3.777 0.11
H 3.517 -0.895 1.802 0.12
H 4.359 -3.208 1.916 0.12
H 3.995 -5.557 2.149 0.08
H 2.438 -6.075 2.790 0.09
H 2.713 -6.067 1.054 0.08
H 0.368 -4.683 1.848 0.10
H -1.612 -3.233 3.683 0.10
H -0.731 -0.332 4.071 0.05
H -1.275 -1.375 5.380 0.09
H 0.151 -1.808 4.437 0.08
H -3.532 -0.969 2.978 0.06
H -3.882 -2.657 3.307 0.06
H -3.465 -1.576 4.628 0.08
H -1.445 -3.665 -0.014 0.08
H -3.040 -4.528 2.469 0.07
H -2.885 -5.434 0.978 0.09
H -1.485 -5.200 2.006 0.06
H -4.190 -2.858 1.051 0.07
H -3.332 -1.919 -0.170 0.04
H -3.810 -3.589 -0.502 0.08
F 1.097 2.408 -4.502 0.14
C 1.562 1.190 -4.822 -0.61
F 2.358 1.336 -5.891 0.14
F 0.514 0.446 -5.215 0.12
C 2.309 0.559 -3.666 -0.11
C 3.667 0.317 -3.800 0.01
C 4.362 -0.261 -2.751 -0.02
C 3.657 -0.573 -1.599 -0.13
N 2.361 -0.323 -1.447 0.05
C 1.687 0.240 -2.452 -0.58
S -0.013 0.626 -2.157 0.87
H 4.170 0.576 -4.720 0.13
H 5.421 -0.463 -2.822 0.11
H 4.153 -1.031 -0.749 0.10
C 1.485 -4.164 -3.368 -0.14
C 1.623 -3.733 -1.921 -0.16
N 0.599 -2.753 -1.593 0.09
C -0.515 -2.483 -2.313 -0.40
N -1.288 -1.501 -1.887 -0.08
C -2.483 -1.198 -2.671 -0.25
C -2.272 -1.480 -4.143 -0.15
C -1.881 -2.936 -4.298 -0.13
N -0.767 -3.245 -3.400 -0.02
C 0.021 -4.447 -3.650 -0.13
H 2.089 -5.052 -3.552 0.12
H 1.829 -3.371 -4.037 0.12
H 2.598 -3.282 -1.731 0.11
H 1.533 -4.598 -1.256 0.12
H 0.842 -2.045 -0.911 0.07
H -2.748 -0.154 -2.502 0.10
H -3.323 -1.795 -2.299 0.10
H -1.474 -0.838 -4.524 0.10
H -3.175 -1.277 -4.718 0.13
H -1.551 -3.148 -5.315 0.13
H -2.732 -3.591 -4.084 0.13
H -0.137 -4.730 -4.689 0.13
H -0.335 -5.276 -3.028 0.13
```

Properties
Charge: +1
Frontier orbital gap (alpha / beta), eV: 7.51 / 5.63
Spin multiplicity: 5
Maximum force, eV Å⁻¹: 0.8


No. 4
ORCA calculation (ωB97M-V with the def2-TZVPD basis set) on an isolated molecule of C21H16N2O3 at a distorted geometry.

Geometry as XYZ:
```
42
Properties=species:S:1:pos:R:3:lowdin_charge:R:1
C -1.245 -1.758 -1.009 -0.07
O -1.972 -0.636 -0.574 -0.08
C -3.282 -0.773 -0.287 -0.22
C -3.972 -1.981 -0.344 -0.02
C -5.324 -2.043 -0.054 -0.08
C -6.021 -0.898 0.291 -0.10
C -5.351 0.307 0.349 -0.04
C -3.987 0.399 0.075 -0.13
C -3.352 1.694 0.154 -0.08
N -2.093 1.857 0.091 0.06
N -1.591 3.094 0.141 0.06
C -0.255 3.384 0.074 -0.40
O 0.116 4.536 -0.060 0.08
C 0.674 2.256 0.181 -0.15
C 1.987 2.222 -0.216 0.09
C 2.464 0.931 0.118 -0.09
C 1.376 0.282 0.719 -0.20
C 1.458 -1.029 1.212 0.01
C 2.649 -1.680 1.075 -0.02
C 3.781 -1.072 0.467 -0.16
C 4.999 -1.765 0.340 -0.04
C 6.090 -1.174 -0.241 -0.09
C 6.010 0.138 -0.720 -0.08
C 4.838 0.843 -0.614 -0.02
C 3.707 0.258 -0.024 -0.11
O 0.303 1.085 0.752 0.10
H -0.235 -1.397 -1.201 0.09
H -1.204 -2.539 -0.243 0.10
H -1.661 -2.177 -1.932 0.10
H -3.458 -2.889 -0.617 0.10
H -5.832 -2.995 -0.103 0.10
H -7.076 -0.946 0.512 0.10
H -5.887 1.206 0.617 0.11
H -4.031 2.551 0.275 0.13
H -2.219 3.906 0.141 0.16
H 2.513 3.026 -0.687 0.13
H 0.600 -1.485 1.679 0.12
H 2.755 -2.692 1.438 0.11
H 5.061 -2.778 0.712 0.11
H 7.019 -1.717 -0.330 0.10
H 6.878 0.593 -1.174 0.10
H 4.771 1.855 -0.982 0.11
```

Properties
SMILES: COc1ccccc1/C=N/NC(=O)c1cc2c(ccc3ccccc32)o1
Frontier orbital gap, eV: 8.11
Maximum force, eV Å⁻¹: 1.4


No. 5
ORCA calculation (ωB97M-V with the def2-TZVPD basis set) on an isolated molecule of C3H4N2O2 at a distorted geometry.

Geometry as XYZ:
```
11
Properties=species:S:1:pos:R:3:lowdin_charge:R:1
O 2.105 0.771 -1.498 0.06
C 1.251 0.501 -0.692 -0.50
N 1.175 0.047 0.622 0.03
C 0.000 0.067 1.183 -0.11
C -0.916 -0.240 0.136 -0.37
O -2.094 -0.827 0.277 0.06
N -0.116 0.178 -0.921 0.12
H 2.040 0.326 1.117 0.17
H 0.062 -0.377 2.182 0.12
H -2.778 -0.770 -0.554 0.20
H -0.729 0.323 -1.854 0.22
```

Properties
SMILES: O=c1[nH]cc(O)[nH]1
Frontier orbital gap, eV: 7.48
Maximum force, eV Å⁻¹: 9.8


Which value of maximum force does entry 5 give? 9.8 eV Å⁻¹